1.
Here is 2 unconnected molecules or ions with the total composition C10H8IO4 at a distorted geometry from the OMol25 dataset. Energies are from the ωB97M-V functional and the def2-TZVPD basis.

Last column: natural (NBO) charge in e.
Element x y z (Å)
1 C -1.816 -2.846 0.574  -0.320
2 C -0.432 -3.080 0.645  -0.197
3 C -2.161 -1.591 0.113  -0.184
4 C 0.526 -2.257 0.170  -0.227
5 C -1.219 -0.642 -0.394  -0.277
6 C 0.171 -0.910 -0.256  -0.151
7 C 1.752 0.688 1.862  1.021
8 C 0.112 2.254 -0.501  0.795
9 C 0.114 3.507 -1.425  -0.722
10 C 1.064 0.147 -0.285  0.052
11 O 2.024 1.833 1.632  -0.611
12 O 1.688 -0.370 2.385  -0.580
13 O -0.620 2.182 0.474  -0.623
14 O 0.983 1.337 -0.866  -0.555
15 I 3.209 -0.352 -0.774  -0.110
16 H -2.574 -3.347 1.118  0.195
17 H -0.164 -4.015 0.898  0.183
18 H -3.167 -1.439 -0.066  0.183
19 H 1.555 -2.508 0.184  0.215
20 H -1.449 0.391 -0.767  0.208
21 H -0.134 3.018 -2.400  0.230
22 H -0.658 4.193 -0.936  0.239
23 H 1.197 3.807 -1.385  0.239

- Net charge: -1


2.
Here is C10H8N2 in the gas phase at a distorted geometry from the OMol25 dataset. Energies are from the ωB97M-V functional and the def2-TZVPD basis.

Last column: natural (NBO) charge in e.
Element x y z (Å)
1 H 2.150 3.752 0.104  0.368
2 N 2.318 2.776 0.032  -0.693
3 C 1.431 1.892 0.062  0.470
4 N -0.095 2.166 0.090  -0.660
5 C -0.995 0.976 -0.055  0.093
6 C -2.359 0.804 -0.121  0.035
7 C -3.608 0.387 0.050  -0.426
8 C 0.079 -0.060 -0.055  0.004
9 C -0.080 -1.437 0.054  -0.206
10 C 1.020 -2.260 0.112  -0.188
11 C 2.345 -1.784 -0.086  -0.217
12 C 2.531 -0.389 0.020  -0.153
13 C 1.398 0.449 -0.008  -0.137
14 H -0.182 3.103 -0.206  0.391
15 H -3.821 -0.016 0.944  0.209
16 H -4.343 0.491 -0.770  0.222
17 H -1.021 -1.769 0.113  0.210
18 H 0.719 -3.342 0.231  0.220
19 H 3.224 -2.556 -0.035  0.229
20 H 3.402 0.171 0.019  0.230

- Net charge: 0
- SMILES: [H]/N=C1\NC(=C=C)c2ccccc21


Highest occupied orbital energy list, top to bottom, in eV: -2.880, -8.190
Kohn-Sham gap list, top to bottom, in eV: 5.726, 8.257